Arrangement A

Here is an isolated molecule of C2H2S from the Open Molecules 2025 dataset. Energies are from ωB97M-V/def2-TZVPD.

The value obtained for the HOMO energy (alpha / beta) is -0.3208 / -0.3218 Ha. Its molar mass is 58.1 g/mol.

Atoms and positions in Å:
C (0.65, 0.42, 0.00)
C (-0.24, -0.45, -0.02)
S (2.39, -0.16, -0.01)
H (0.65, 1.54, -0.10)
H (-0.32, -1.44, 0.07)

=====

Arrangement B

Here is an isolated molecule of C2H2S from the Open Molecules 2025 dataset. Energies are from ωB97M-V/def2-TZVPD.

The value obtained for the HOMO energy is -0.3400 Ha. Its molar mass is 58.1 g/mol.

Atoms and positions in Å:
C (-0.68, -1.11, -0.48)
C (0.16, 0.81, 0.60)
S (0.43, -0.89, 0.70)
H (-0.81, 0.00, -0.77)
H (0.90, 1.19, -0.06)

=====

arrangement A wins, 45.7 kcal/mol ahead of the next structure.

=====

Arrangement A

Here is an isolated molecule of CH3Cl2PS from the Open Molecules 2025 dataset. Energies are from ωB97M-V/def2-TZVPD.

The value obtained for the HOMO energy is -0.3473 Ha. Its molar mass is 149.0 g/mol.

Atoms and positions in Å:
C (-1.06, -0.04, 0.00)
P (0.96, -0.11, 0.02)
S (1.65, -1.90, 0.06)
Cl (1.46, 0.92, -1.52)
Cl (1.52, 1.01, 1.64)
H (-1.50, -0.99, 0.03)
H (-1.49, 0.67, 0.63)
H (-1.54, 0.45, -0.85)

=====

Arrangement B

Here is an isolated molecule of CH3Cl2PS from the Open Molecules 2025 dataset. Energies are from ωB97M-V/def2-TZVPD.

The value obtained for the HOMO energy is -0.3440 Ha. Its molar mass is 149.0 g/mol.

Atoms and positions in Å:
C (-1.08, -0.02, -0.01)
P (0.85, -0.02, -0.06)
S (1.70, -1.77, 0.47)
Cl (1.37, 0.64, -1.97)
Cl (1.38, 1.49, 1.19)
H (-1.71, 0.46, -0.75)
H (-1.33, -1.06, 0.07)
H (-1.19, 0.28, 1.06)

=====

arrangement B wins, 8.5 kcal/mol ahead of the next structure.

=====

Arrangement A

Here is a structure of composition C38H39F2FeN7O from the Open Molecules 2025 dataset. Energies are from ωB97M-V/def2-TZVPD.

The charge is -2. The value obtained for the HOMO energy (alpha / beta) is -0.0367 / -0.0368 Ha. Its molar mass is 703.6 g/mol.

Atoms and positions in Å:
Fe (0.26, 0.42, 0.61)
F (-3.97, 3.36, 2.22)
C (-3.41, 2.12, 2.00)
C (-2.12, 2.03, 1.54)
C (-1.55, 0.77, 1.30)
C (-2.36, -0.37, 1.50)
C (-3.64, -0.21, 2.02)
F (-4.44, -1.29, 2.27)
C (-4.21, 1.02, 2.28)
C (-1.79, -1.63, 1.01)
C (-2.44, -2.87, 0.96)
C (-1.80, -3.95, 0.38)
C (-0.52, -3.79, -0.14)
C (0.06, -2.54, -0.05)
N (-0.55, -1.49, 0.50)
H (-1.52, 2.93, 1.44)
H (-5.21, 1.11, 2.66)
H (-3.43, -2.97, 1.36)
H (-2.30, -4.90, 0.31)
H (0.00, -4.60, -0.62)
H (1.04, -2.36, -0.46)
O (1.42, -0.64, 2.29)
C (2.37, -1.46, 2.24)
C (2.67, -2.31, 3.36)
C (3.67, -3.24, 3.34)
C (4.48, -3.42, 2.21)
C (4.24, -2.61, 1.12)
C (3.24, -1.63, 1.10)
C (3.07, -0.80, -0.08)
N (2.00, -0.11, -0.46)
C (2.28, 0.40, -1.71)
C (3.53, 0.05, -2.08)
N (4.03, -0.70, -1.04)
H (2.04, -2.19, 4.23)
H (3.84, -3.87, 4.22)
H (5.25, -4.18, 2.18)
H (4.84, -2.77, 0.22)
H (1.54, 0.95, -2.25)
H (4.10, 0.26, -2.97)
H (4.95, -1.08, -0.96)
C (0.93, -2.30, -3.67)
C (-0.54, -2.25, -3.42)
C (-1.51, -3.13, -3.89)
C (-2.74, -2.64, -3.38)
C (-2.42, -1.51, -2.64)
C (-3.36, -0.67, -1.83)
N (-1.08, -1.25, -2.66)
H (1.18, -3.14, -4.32)
H (1.51, -2.40, -2.75)
H (1.29, -1.38, -4.16)
H (-1.35, -4.01, -4.50)
H (-3.73, -3.07, -3.51)
H (-4.20, -0.28, -2.43)
H (-2.82, 0.16, -1.38)
H (-3.80, -1.23, -1.00)
N (-0.33, 1.67, -0.92)
C (-1.08, 2.18, -1.62)
N (-1.88, 2.79, -2.49)
C (-2.98, 3.60, -1.92)
C (-4.32, 2.92, -2.14)
C (-4.60, 2.72, -3.64)
C (-3.30, 2.71, -4.46)
C (-2.17, 2.01, -3.72)
H (-2.96, 4.59, -2.40)
H (-2.79, 3.74, -0.86)
H (-5.11, 3.51, -1.67)
H (-4.30, 1.97, -1.63)
H (-5.25, 3.51, -4.03)
H (-5.12, 1.77, -3.79)
H (-2.99, 3.74, -4.68)
H (-3.45, 2.21, -5.42)
H (-1.26, 1.97, -4.32)
H (-2.44, 0.98, -3.46)
C (2.44, 3.17, -0.12)
C (1.83, 3.11, 1.24)
C (2.08, 4.01, 2.27)
C (1.38, 3.52, 3.39)
C (0.74, 2.36, 2.99)
C (-0.07, 1.48, 3.90)
N (1.00, 2.11, 1.66)
H (2.86, 4.16, -0.29)
H (1.72, 2.96, -0.91)
H (3.26, 2.44, -0.24)
H (2.71, 4.89, 2.20)
H (1.35, 3.94, 4.39)
H (0.34, 1.54, 4.91)
H (-0.01, 0.44, 3.58)
H (-1.12, 1.76, 3.95)

=====

Arrangement B

Here is a structure of composition C38H39F2FeN7O from the Open Molecules 2025 dataset. Energies are from ωB97M-V/def2-TZVPD.

The charge is -2. The value obtained for the HOMO energy is -0.0216 Ha. Its molar mass is 703.6 g/mol.

Atoms and positions in Å:
Fe (0.43, -0.59, 0.63)
F (0.12, 5.26, -0.49)
C (0.37, 4.00, -0.92)
C (1.05, 3.14, -0.10)
C (1.29, 1.84, -0.54)
C (0.88, 1.44, -1.82)
C (0.20, 2.37, -2.60)
F (-0.25, 2.02, -3.83)
C (-0.07, 3.66, -2.18)
C (1.12, 0.06, -2.27)
C (1.54, -0.22, -3.57)
C (1.72, -1.53, -3.96)
C (1.48, -2.54, -3.04)
C (1.09, -2.18, -1.76)
N (0.92, -0.92, -1.37)
H (1.36, 3.44, 0.89)
H (-0.65, 4.33, -2.80)
H (1.71, 0.59, -4.26)
H (2.04, -1.77, -4.97)
H (1.60, -3.59, -3.29)
H (0.90, -2.92, -1.00)
O (-0.86, -2.15, 0.37)
C (-1.01, -3.24, 1.02)
C (-2.22, -3.97, 0.90)
C (-2.46, -5.13, 1.59)
C (-1.49, -5.66, 2.46)
C (-0.29, -4.99, 2.57)
C (-0.02, -3.81, 1.87)
C (1.31, -3.21, 1.93)
N (1.77, -2.19, 1.22)
C (3.13, -2.11, 1.48)
C (3.48, -3.06, 2.38)
N (2.32, -3.77, 2.64)
H (-2.98, -3.54, 0.25)
H (-3.41, -5.64, 1.48)
H (-1.67, -6.56, 3.02)
H (0.47, -5.41, 3.22)
H (3.71, -1.31, 1.05)
H (4.41, -3.29, 2.85)
H (2.17, -4.37, 3.43)
C (-2.15, -0.62, -1.80)
C (-2.17, 0.47, -0.76)
C (-3.18, 1.40, -0.62)
C (-2.81, 2.25, 0.45)
C (-1.59, 1.78, 0.90)
C (-0.80, 2.39, 2.03)
N (-1.18, 0.69, 0.18)
H (-3.17, -0.73, -2.19)
H (-1.84, -1.57, -1.38)
H (-1.51, -0.39, -2.65)
H (-4.08, 1.44, -1.23)
H (-3.35, 3.09, 0.85)
H (-0.72, 3.47, 1.90)
H (0.20, 1.96, 2.09)
H (-1.28, 2.20, 2.99)
N (1.93, 0.92, 0.30)
C (3.25, 0.81, 0.38)
N (4.11, 1.55, -0.43)
C (5.52, 1.31, -0.18)
C (6.19, 2.58, 0.34)
C (5.70, 3.80, -0.46)
C (5.14, 3.35, -1.80)
C (3.92, 2.45, -1.58)
H (6.02, 0.97, -1.09)
H (5.58, 0.51, 0.55)
H (7.28, 2.48, 0.28)
H (5.94, 2.70, 1.40)
H (6.51, 4.53, -0.60)
H (4.91, 4.32, 0.10)
H (5.92, 2.83, -2.37)
H (4.83, 4.21, -2.41)
H (3.71, 1.87, -2.50)
H (3.06, 3.09, -1.41)
C (-2.55, -0.80, 2.59)
C (-1.22, -0.84, 3.27)
C (-1.03, -1.07, 4.63)
C (0.32, -0.77, 4.91)
C (0.88, -0.36, 3.71)
C (2.21, 0.30, 3.56)
N (-0.03, -0.47, 2.69)
H (-3.08, 0.14, 2.84)
H (-3.18, -1.63, 2.93)
H (-2.48, -0.83, 1.51)
H (-1.81, -1.38, 5.32)
H (0.82, -0.76, 5.87)
H (2.80, 0.15, 4.48)
H (2.09, 1.39, 3.42)
H (2.80, -0.03, 2.71)

=====

arrangement B wins, 1.8 kcal/mol ahead of the next structure.

=====

Arrangement A

Here is a cluster of 2 separate species, CH7N3OP in total from the Open Molecules 2025 dataset. Energies are from ωB97M-V/def2-TZVPD.

The charge is +1. The value obtained for the HOMO energy (alpha / beta) is -0.4978 / -0.4979 Ha. Its molar mass is 108.1 g/mol.

Atoms and positions in Å:
C (-1.19, 0.15, 0.11)
N (-2.39, -0.14, 0.31)
N (-0.29, -0.72, -0.34)
N (1.55, 0.44, -0.75)
O (-0.88, 1.38, 0.16)
P (2.55, -0.03, 0.36)
H (-2.74, -1.06, 0.37)
H (-2.98, 0.63, 0.66)
H (-0.78, -1.60, -0.54)
H (1.82, 0.10, -1.72)
H (-0.08, 1.48, -0.46)
H (2.27, 0.63, 1.52)
H (3.14, -1.25, 0.32)

=====

Arrangement B

Here is a cluster of 2 separate species, CH7N3OP in total from the Open Molecules 2025 dataset. Energies are from ωB97M-V/def2-TZVPD.

The charge is +1. The value obtained for the HOMO energy is -0.5216 Ha. Its molar mass is 108.1 g/mol.

Atoms and positions in Å:
C (-1.13, 0.12, 0.25)
N (-2.26, -0.28, 0.87)
N (-1.18, 0.78, -0.97)
N (2.15, 0.65, -0.43)
O (-0.06, -0.26, 0.69)
P (2.82, -0.75, -0.19)
H (-3.19, -0.10, 0.48)
H (-2.16, -0.82, 1.70)
H (-2.06, 1.35, -1.13)
H (-0.43, 1.26, -1.41)
H (1.20, 0.59, -0.04)
H (4.21, -0.73, -0.36)
H (2.10, -1.81, 0.53)

=====

arrangement B wins, 35.9 kcal/mol ahead of the next structure.

=====

Arrangement A

Here is a cluster of 2 separate species, C5H12NO in total from the Open Molecules 2025 dataset. Energies are from ωB97M-V/def2-TZVPD.

The charge is +1. The value obtained for the HOMO energy is -0.5256 Ha. Its molar mass is 102.2 g/mol.

Atoms and positions in Å:
C (0.70, 0.42, -1.19)
C (-0.07, 1.21, -0.18)
C (-1.45, 0.65, 0.09)
C (-2.60, 1.20, -0.28)
C (-0.42, -1.15, 1.52)
N (-1.35, -0.23, 1.29)
H (0.52, -0.59, -0.79)
H (1.84, 0.65, -1.25)
H (0.43, 0.60, -2.13)
H (-0.24, 2.34, -0.56)
H (0.51, 1.38, 0.69)
H (-2.59, 2.05, -1.04)
H (-3.50, 1.10, 0.32)
H (-0.40, -1.55, 2.46)
H (0.50, -0.89, 0.96)
H (-2.01, -0.11, 2.13)
H (4.15, -2.45, -0.43)
H (2.79, -2.18, -1.29)
O (3.17, -2.46, -0.33)

=====

Arrangement B

Here is the ion C5H12NO with charge +1 from the Open Molecules 2025 dataset. Energies are from ωB97M-V/def2-TZVPD.

The charge is +1. The value obtained for the HOMO energy is -0.5545 Ha. Its molar mass is 102.2 g/mol.

Atoms and positions in Å:
C (-1.03, 1.24, 0.26)
C (0.30, 1.11, 1.04)
C (-0.77, -0.14, -0.48)
C (0.60, -0.17, 0.22)
C (-1.59, -1.38, -0.29)
N (1.75, 0.13, -0.88)
O (1.07, -1.33, 0.78)
H (-1.87, 1.28, 0.85)
H (-1.15, 2.00, -0.48)
H (1.10, 1.86, 0.81)
H (0.50, 0.87, 2.08)
H (-0.69, -0.01, -1.60)
H (-1.92, -1.70, 0.65)
H (-0.86, -2.12, -0.80)
H (-2.55, -1.26, -0.77)
H (2.64, 0.47, -0.47)
H (1.28, 0.99, -1.41)
H (1.85, -0.75, -1.26)
H (1.32, -1.09, 1.75)

=====

arrangement B wins, 37.7 kcal/mol ahead of the next structure.

=====

Arrangement A

Here is an isolated molecule of C2HCl2NO from the Open Molecules 2025 dataset. Energies are from ωB97M-V/def2-TZVPD.

The value obtained for the HOMO energy is -0.4299 Ha. Its molar mass is 125.9 g/mol.

Atoms and positions in Å:
C (-2.40, 0.06, 1.05)
C (-1.45, 0.00, 0.05)
N (-3.15, 0.05, 1.93)
O (0.02, 0.01, 0.45)
Cl (-1.65, -1.54, -0.87)
Cl (-1.69, 1.41, -1.11)
H (0.28, 0.71, 1.09)

=====

Arrangement B

Here is a structure of composition C2HCl2NO from the Open Molecules 2025 dataset. Energies are from ωB97M-V/def2-TZVPD.

The value obtained for the HOMO energy is -0.3765 Ha. Its molar mass is 125.9 g/mol.

Atoms and positions in Å:
C (-0.09, 0.31, 1.72)
C (0.32, -0.50, -1.71)
N (-0.16, -0.83, 1.44)
O (0.09, 1.37, 2.25)
Cl (1.26, 0.02, -2.94)
Cl (-0.80, 0.78, -1.30)
H (-0.62, -1.14, 0.55)

=====

arrangement A wins, 33.8 kcal/mol ahead of the next structure.

=====

Arrangement A

Here is an isolated molecule of C4H4O3 from the Open Molecules 2025 dataset. Energies are from ωB97M-V/def2-TZVPD.

The value obtained for the HOMO energy is -0.3598 Ha. Its molar mass is 100.1 g/mol.

Atoms and positions in Å:
C (1.46, -1.02, 0.27)
C (0.52, -0.03, -0.34)
O (0.67, 0.49, -1.42)
C (-0.71, 0.43, 0.45)
O (-0.83, 0.31, 1.65)
C (-1.79, 1.08, -0.42)
O (-2.55, 0.38, -1.04)
H (1.77, -0.71, 1.27)
H (2.33, -1.12, -0.38)
H (0.97, -1.99, 0.37)
H (-1.85, 2.18, -0.42)

=====

Arrangement B

Here is an isolated molecule of C4H4O3 from the Open Molecules 2025 dataset. Energies are from ωB97M-V/def2-TZVPD.

The value obtained for the HOMO energy is -0.3358 Ha. Its molar mass is 100.1 g/mol.

Atoms and positions in Å:
C (0.94, 0.26, -0.04)
C (-0.28, 0.71, 0.06)
C (2.29, -0.15, 0.00)
C (-1.77, 0.03, -0.01)
O (2.71, -1.29, 0.08)
O (0.37, 1.82, -0.19)
O (-1.64, -1.30, -0.21)
H (3.04, 0.72, 0.11)
H (-2.29, 0.51, -0.92)
H (-2.40, 0.34, 0.78)
H (-0.96, -1.65, 0.35)

=====

arrangement A wins, 89.6 kcal/mol ahead of the next structure.

=====

Arrangement A

Here is an isolated molecule of C4H4O3 from the Open Molecules 2025 dataset. Energies are from ωB97M-V/def2-TZVPD.

The value obtained for the HOMO energy is -0.3422 Ha. Its molar mass is 100.1 g/mol.

Atoms and positions in Å:
C (0.18, -0.04, -1.80)
C (-0.42, 0.84, -0.76)
O (-1.36, 1.55, -0.81)
C (-0.17, -0.23, 0.99)
O (0.36, 0.84, 0.50)
C (0.12, -0.60, 2.37)
O (1.00, -1.38, 2.65)
H (0.63, 0.61, -2.55)
H (-0.61, -0.63, -2.28)
H (0.94, -0.71, -1.40)
H (-0.67, -0.27, 3.08)

=====

Arrangement B

Here is a structure of composition C4H4O3 from the Open Molecules 2025 dataset. Energies are from ωB97M-V/def2-TZVPD.

The value obtained for the HOMO energy is -0.3528 Ha. Its molar mass is 100.1 g/mol.

Atoms and positions in Å:
O (-1.09, 2.28, -2.08)
C (-0.52, 1.73, -1.27)
O (-1.96, 0.02, -0.28)
C (-1.15, 0.00, 0.65)
C (0.24, -0.31, 0.51)
C (1.46, -0.68, -0.19)
O (1.39, -0.24, 1.21)
H (-0.65, -1.29, 0.90)
H (-1.38, 0.27, 1.70)
H (2.03, -0.02, -0.84)
H (1.64, -1.75, -0.31)

=====

arrangement A wins, 28.4 kcal/mol ahead of the next structure.